Record 1
A 5-piece molecular cluster, C68H52BBrNO9 overall, computed with the ωB97M-V functional and the def2-TZVPD basis.

Structure (XYZ):
```
132
C68H52BBrNO9, DFT the ωB97M-V functional and the def2-TZVPD basis
C 0.47126 2.95727 -0.52966
N 0.27942 4.41546 -0.51067
C -1.04643 4.79916 -1.06092
B -1.98914 5.67504 -0.05353
Br -0.79165 7.16730 0.75393
C -3.23816 6.41251 -0.80047
C -4.56312 5.50650 -0.87355
C -5.24105 5.87755 -2.27302
O -4.11362 4.13243 -0.82605
C -5.20480 3.21982 -0.78292
C -4.65918 1.81205 -1.29668
C -4.66678 1.64130 -2.76340
C -4.14777 0.39478 -3.31018
C -3.64593 -0.65283 -2.39814
C -3.64694 -0.47186 -0.94436
C -4.16731 0.79868 -0.36507
H 1.55584 2.74473 -0.78738
H 0.29304 2.47762 0.47237
H -0.14203 2.40873 -1.29768
H 1.05384 4.81525 -1.04476
H -0.92844 5.36199 -2.04305
H -1.62626 3.86776 -1.31310
H -2.38882 5.06532 0.89690
H -3.47849 7.41973 -0.34310
H -2.96689 6.64912 -1.88026
H -5.25181 5.73429 -0.01368
H -5.35663 6.98722 -2.34714
H -6.26764 5.39809 -2.26116
H -4.69382 5.41496 -3.13477
H -5.54374 3.03627 0.28326
H -6.05012 3.47901 -1.46977
H -5.04580 2.47377 -3.40729
H -4.12431 0.28231 -4.41751
H -3.24447 -1.57154 -2.88570
H -3.25196 -1.26761 -0.26436
H -4.16942 1.00585 0.72767
C 1.70509 10.01450 -9.41781
C 0.79452 8.97898 -9.61013
C 0.27534 8.29842 -8.51847
C 0.67342 8.64238 -7.22960
C 1.60363 9.66340 -7.03853
C 2.10956 10.35591 -8.13567
C 2.07548 10.00916 -5.67214
O 2.88562 10.90459 -5.50874
C 1.55045 9.24164 -4.51989
C 2.02438 9.51408 -3.23925
C 1.52910 8.80938 -2.15034
C 0.55160 7.83516 -2.33172
C 0.07885 7.55522 -3.60782
C 0.58258 8.24953 -4.70592
C 0.09698 7.91831 -6.06630
O -0.75436 7.06553 -6.23426
H 2.10353 10.55196 -10.27106
H 0.48841 8.70451 -10.61335
H -0.43713 7.49642 -8.67193
H 2.82257 11.15890 -7.99054
H 2.78314 10.27336 -3.08930
H 1.90310 9.01984 -1.15468
H 0.16225 7.29150 -1.47142
H -0.67897 6.79277 -3.74532
C 2.90052 0.44273 4.65832
C 3.15732 -0.68865 5.42926
C 2.62292 -1.91556 5.06364
C 1.81907 -2.01397 3.93123
C 1.54272 -0.87529 3.17285
C 2.09451 0.35057 3.53271
C 0.64838 -0.95765 1.99159
O 0.40573 0.02158 1.32590
C 0.04313 -2.26181 1.63873
C -0.84503 -2.34012 0.56568
C -1.40604 -3.56171 0.22019
C -1.07761 -4.71053 0.93787
C -0.19959 -4.63372 2.00845
C 0.35583 -3.40836 2.36804
C 1.26599 -3.33152 3.53643
O 1.55063 -4.33660 4.16626
H 3.32608 1.39889 4.94008
H 3.77714 -0.61227 6.31523
H 2.82962 -2.79416 5.66343
H 1.89291 1.23468 2.93848
H -1.10219 -1.45199 0.00000
H -2.09975 -3.62149 -0.61119
H -1.51145 -5.66548 0.66298
H 0.04816 -5.52978 2.56572
C 10.08985 -2.12382 -0.12062
C 10.18121 -2.47220 1.22432
C 9.08289 -3.00931 1.87952
C 7.88396 -3.18956 1.19561
C 7.78564 -2.81792 -0.14573
C 8.89530 -2.29531 -0.80439
C 6.49984 -2.95810 -0.87554
O 6.41573 -2.63784 -2.04544
C 5.31940 -3.48742 -0.14943
C 4.09218 -3.57142 -0.80208
C 2.98515 -4.07728 -0.13576
C 3.10116 -4.51036 1.18249
C 4.32010 -4.42349 1.83911
C 5.43023 -3.90323 1.17902
C 6.71996 -3.78187 1.90178
O 6.82250 -4.15559 3.05506
H 10.95148 -1.71255 -0.63394
H 11.11172 -2.32598 1.76079
H 9.15984 -3.28386 2.92494
H 8.82708 -2.01773 -1.84955
H 3.99704 -3.23870 -1.82897
H 2.02865 -4.13685 -0.64381
H 2.24048 -4.91095 1.69721
H 4.40320 -4.75718 2.86707
C -5.47108 -11.07429 1.92857
C -6.46880 -11.04990 2.89937
C -6.32927 -10.24400 4.01981
C -5.18540 -9.46740 4.18050
C -4.17469 -9.51041 3.21916
C -4.32632 -10.30732 2.08763
C -2.92735 -8.72577 3.40032
O -2.04779 -8.76002 2.56037
C -2.76953 -7.90659 4.62688
C -1.58333 -7.21048 4.83942
C -1.42943 -6.43013 5.97601
C -2.46487 -6.33487 6.90206
C -3.64744 -7.03149 6.69796
C -3.79986 -7.82657 5.56531
C -5.05445 -8.59481 5.37452
O -5.95875 -8.51657 6.18427
H -5.58546 -11.69752 1.04909
H -7.35724 -11.65924 2.77983
H -7.11062 -10.22410 4.77032
H -3.54997 -10.33349 1.33220
H -0.77441 -7.27742 4.12167
H -0.50211 -5.89295 6.14052
H -2.34665 -5.71928 7.78630
H -4.44868 -6.95805 7.42372
```

The largest force on an atom comes out at 3.2 eV/Å. Its charge is -1. The value obtained for the total energy is -161998.95905 eV. Its highest occupied orbital energy is -4.4 eV.

Record 2
C3H3NO3P as an isolated structure, computed with the ωB97M-V functional and the def2-TZVPD basis.

Structure (XYZ):
```
11
C3H3NO3P, DFT the ωB97M-V functional and the def2-TZVPD basis
C 0.57298 -1.48007 -0.68444
C -0.93793 -1.00489 0.14440
C 2.01696 0.43699 -0.19854
N 1.62006 -0.83026 -0.77541
O -0.91568 -1.44788 1.28843
O -1.79004 -0.36954 -0.48083
O -3.27277 1.96359 0.71646
P -3.72853 0.72086 0.09113
H 2.44713 -0.13907 0.68855
H 1.31745 1.17933 0.17079
H 2.67038 0.97094 -0.96053
```

The largest force on an atom comes out at 2.9 eV/Å. Its charge is -1. The value obtained for the total energy is -20079.12898 eV. Its highest occupied orbital energy (spin up / spin down) is -3.3 / -2.9 eV.

Record 3
A 2-piece molecular cluster, C2H4N2S2 overall, computed with the ωB97M-V functional and the def2-TZVPD basis.

Structure (XYZ):
```
10
C2H4N2S2, DFT the ωB97M-V functional and the def2-TZVPD basis
S 3.46212 1.62941 0.03224
N 2.67880 0.25656 0.02180
N 2.64708 -0.88692 0.01696
S 2.04506 -2.23738 -0.10215
C 0.11964 0.36748 -0.21895
C -0.59986 -0.63510 0.24633
H 0.45174 0.18622 -1.15198
H 0.46973 1.19594 0.29956
H -1.06479 -0.73801 1.30326
H -0.50991 -1.49972 -0.32132
```

The largest force on an atom comes out at 4.5 eV/Å. Its SMILES is S=NN=S.C=C. Its charge is 0. The value obtained for the total energy is -26784.89513 eV. Its highest occupied orbital energy is -8.6 eV.

Record 4
A 2-piece molecular cluster, C5H16NO2 overall, computed with the ωB97M-V functional and the def2-TZVPD basis.

Structure (XYZ):
```
24
C5H16NO2, DFT the ωB97M-V functional and the def2-TZVPD basis
C -0.49258 -0.01750 -1.59694
O -1.62874 -0.77316 -1.71495
C -0.11770 0.03036 -0.09737
C 1.40098 -0.31214 -0.07035
C 1.88003 -1.72106 -0.16167
C 1.83335 0.51930 1.18322
N -1.00615 -0.97780 0.61579
H 0.22380 -0.55762 -2.27900
H -0.62917 1.00441 -1.97471
H -2.21207 -0.23401 -2.31376
H -0.11334 1.10953 0.29954
H 1.85595 0.23056 -1.08139
H 1.79136 -2.00395 -1.18570
H 1.25058 -2.47644 0.28403
H 2.84237 -1.95290 0.29760
H 1.67192 1.57832 1.26177
H 1.47875 0.03776 1.96836
H 2.82690 0.55307 1.43222
H -0.53988 -1.92054 0.61577
H -1.22566 -0.58460 1.65831
H -1.97419 -0.83207 0.06454
H -1.78023 2.99374 2.33795
H -1.91519 3.11780 0.88171
O -1.31292 2.74663 1.45007
```

The spin multiplicity is 2. The largest force on an atom comes out at 5.0 eV/Å. As for the expectation value of S²: 0.753. Its charge is +2. The value obtained for the total energy is -11006.01290 eV. Its highest occupied orbital energy (spin up / spin down) is -18.7 / -18.7 eV.

Record 5
A 12-piece molecular cluster, C65H60N12O10 overall, computed with the ωB97M-V functional and the def2-TZVPD basis.

Structure (XYZ):
```
147
C65H60N12O10, DFT the ωB97M-V functional and the def2-TZVPD basis
O -31.10939 -31.91364 -32.26564
N -30.17103 -31.39640 -31.69949
O -30.05794 -31.56436 -30.52024
C -29.22873 -30.61573 -32.48722
C -29.26132 -30.58673 -33.91270
C -28.35479 -29.74638 -34.57312
C -27.45625 -28.95716 -33.92525
C -27.45563 -29.02810 -32.50249
C -28.35268 -29.82665 -31.79265
H -30.04967 -31.16528 -34.37115
H -28.41433 -29.69157 -35.65009
H -26.75034 -28.30157 -34.41340
H -26.74265 -28.41128 -31.97561
H -28.41406 -29.80637 -30.71459
O -25.82832 -29.68317 -21.08670
N -25.94973 -30.81018 -21.36737
O -25.43100 -31.69974 -20.78355
C -26.97229 -31.15924 -22.35197
C -27.52297 -30.14102 -23.13928
C -28.64549 -30.40662 -23.95358
C -29.21582 -31.65847 -23.97624
C -28.72024 -32.64907 -23.10943
C -27.59453 -32.44348 -22.29600
H -27.12116 -29.13890 -23.16597
H -29.21256 -29.62375 -24.43520
H -30.11926 -31.74361 -24.56185
H -29.26922 -33.57914 -23.10779
H -27.34147 -33.22005 -21.58938
O -28.12747 -12.41580 -23.64140
N -27.41998 -12.60091 -24.67695
O -27.16739 -13.70350 -25.13924
C -26.75010 -11.43645 -25.22215
C -25.70207 -11.53014 -26.13280
C -25.11354 -10.38919 -26.68230
C -25.42121 -9.15986 -26.24474
C -26.38891 -9.00498 -25.20203
C -27.06130 -10.15366 -24.71675
H -25.48263 -12.50084 -26.55232
H -24.35993 -10.53575 -27.44190
H -24.85157 -8.27846 -26.49979
H -26.58384 -7.97759 -24.93211
H -27.89374 -10.06513 -24.03439
O -20.57131 -14.80229 -30.48768
N -19.98457 -15.11012 -29.44052
O -20.46102 -15.96040 -28.64811
C -18.75212 -14.34576 -28.94333
C -17.75920 -15.05182 -28.25346
C -16.56790 -14.44708 -27.91354
C -16.42426 -13.07228 -28.16502
C -17.42496 -12.36303 -28.88160
C -18.57889 -13.02053 -29.26679
H -17.85369 -16.07482 -27.92036
H -15.79087 -14.98679 -27.39264
H -15.55094 -12.52155 -27.84815
H -17.25562 -11.35185 -29.22109
H -19.35154 -12.48792 -29.80134
O -32.45114 -26.32617 -21.02715
N -31.82904 -25.31847 -21.42957
O -30.61476 -25.17775 -21.31797
C -32.62539 -24.11173 -21.66438
C -34.04615 -24.17646 -21.78849
C -34.86004 -23.11933 -21.80435
C -34.31849 -21.92928 -21.83619
C -32.94250 -21.79126 -21.90557
C -32.05448 -22.84445 -21.78098
H -34.53963 -25.13357 -21.87107
H -35.93713 -23.19837 -21.79786
H -34.83941 -20.98860 -21.93698
H -32.45885 -20.82611 -21.93666
H -30.97908 -22.77593 -21.70868
C -21.50461 -27.37620 -23.64262
C -21.20250 -28.70267 -23.88388
C -21.61676 -29.32522 -25.08499
N -22.43643 -28.68169 -25.99138
C -22.66729 -27.37261 -25.76069
C -22.19026 -26.68938 -24.64739
H -21.13792 -26.94470 -22.72298
H -20.61255 -29.26036 -23.17161
H -21.43370 -30.35619 -25.34955
H -23.25631 -26.84590 -26.49691
H -22.49024 -25.66111 -24.50933
C -35.46827 -24.59163 -29.16020
C -34.74795 -25.48195 -29.91940
C -33.54805 -25.86718 -29.37618
N -32.94147 -25.17288 -28.36772
C -33.63426 -24.19518 -27.77469
C -34.89646 -23.88444 -28.11383
H -36.44219 -24.40696 -29.58890
H -35.23087 -25.77121 -30.84110
H -32.84893 -26.60111 -29.74897
H -33.09430 -23.68874 -26.98834
H -35.43744 -23.04786 -27.69687
C -25.59766 -18.25289 -35.28818
C -25.51700 -16.88749 -35.05028
C -24.62823 -16.06667 -35.86313
N -23.94495 -16.54915 -36.90400
C -24.01613 -17.92556 -37.04586
C -24.76409 -18.83238 -36.29601
H -26.23040 -18.94096 -34.74725
H -26.29302 -16.50995 -34.40092
H -24.57072 -14.99259 -35.76598
H -23.41369 -18.24943 -37.88166
H -24.79882 -19.90023 -36.45376
C -21.23437 -15.40686 -23.38407
C -22.34538 -14.78965 -22.85600
C -22.27418 -13.52911 -22.21272
N -21.13237 -13.00137 -21.96194
C -19.95348 -13.55759 -22.40098
C -19.99422 -14.75764 -23.16759
H -21.19157 -16.31758 -23.96300
H -23.29653 -15.29632 -22.92659
H -23.00296 -12.93145 -21.68537
H -19.05538 -12.98845 -22.21152
H -19.10096 -15.23964 -23.53663
C -26.79366 -21.93185 -26.46639
C -27.13313 -22.81491 -27.45500
C -27.14844 -22.38819 -28.75991
N -26.85214 -21.13563 -29.17795
C -26.39077 -20.29187 -28.27343
C -26.35309 -20.64528 -26.89947
H -26.71277 -22.28129 -25.44769
H -27.53055 -23.76224 -27.12178
H -27.42662 -23.00953 -29.59833
H -25.99704 -19.36608 -28.66622
H -25.91954 -19.94265 -26.20322
C -23.71402 -21.36464 -17.48353
C -23.68618 -20.39180 -18.46217
C -23.55884 -20.73237 -19.82233
N -23.71614 -22.01826 -20.21298
C -23.87562 -22.95403 -19.28996
C -23.84722 -22.66036 -17.90989
H -23.77376 -21.04517 -16.45359
H -23.49428 -19.39250 -18.10027
H -23.35052 -19.95243 -20.53975
H -24.18640 -23.92261 -19.65283
H -24.08357 -23.36238 -17.12395
C -31.83017 -20.54271 -34.04938
C -32.22066 -21.83096 -34.13261
C -33.21933 -22.20530 -35.05145
N -33.77641 -21.31036 -35.94807
C -33.30984 -20.04188 -35.89566
C -32.24050 -19.63749 -34.98530
H -31.11355 -20.19913 -33.31807
H -31.91066 -22.56791 -33.40651
H -33.47810 -23.23119 -35.26821
H -33.70387 -19.22985 -36.48874
H -31.80658 -18.65482 -35.09704
```

The largest force on an atom comes out at 5.2 eV/Å. Its SMILES is O=[N+]([O-])c1ccccc1.O=[N+]([O-])c1ccccc1.O=[N+]([O-])c1ccccc1.O=[N+]([O-])c1ccccc1.O=[N+]([O-])c1ccccc1.c1ccncc1.c1ccncc1.c1ccncc1.c1ccncc1.c1ccncc1.c1ccncc1.c1ccncc1. Its charge is 0. The value obtained for the total energy is -106713.55723 eV. Its highest occupied orbital energy is -9.4 eV.

Record 6
C23H54Br2ClGaO13P3 as an isolated structure, computed with the ωB97M-V functional and the def2-TZVPD basis.

Structure (XYZ):
```
97
C23H54Br2ClGaO13P3, DFT the ωB97M-V functional and the def2-TZVPD basis
C 3.28071 0.93359 -3.61552
C 2.42173 2.12975 -3.89164
Br 3.32141 3.36248 -5.08605
C 1.20939 2.34045 -3.40140
Br 0.36025 3.99684 -3.89628
Ga 0.23420 1.01935 -2.16002
Cl 0.39518 1.78593 -0.00403
C -1.69977 0.63853 -2.63477
C -2.49626 1.77913 -3.22991
O -2.38512 2.95006 -2.41931
H 4.21072 1.28165 -3.15648
H 2.80630 0.22215 -2.94513
H 3.55154 0.42422 -4.54418
H 0.96708 -0.40341 -2.14650
H -2.19325 0.29920 -1.71908
H -1.68438 -0.19432 -3.34428
H -3.56422 1.48987 -3.23008
H -2.25163 1.95636 -4.28567
H -3.18942 3.45835 -2.55372
O 2.55524 -3.56395 0.46973
P 1.59838 -4.63725 0.77168
O 0.93075 -5.14362 -0.60335
C 1.74381 -5.77691 -1.59232
C 2.17702 -7.17206 -1.17905
O 0.33770 -3.85889 1.42199
C 0.42165 -2.49430 1.86375
C -0.14960 -1.54607 0.83619
O 1.36569 -5.97248 1.62666
C 0.93361 -5.94992 2.99924
C -0.54357 -6.25337 3.07803
H 2.61084 -5.14839 -1.81313
H 1.13567 -5.83047 -2.49439
H 2.86133 -7.13616 -0.32862
H 2.68534 -7.67359 -2.00383
H 1.31512 -7.76711 -0.87679
H 1.44782 -2.23044 2.11764
H -0.16082 -2.43260 2.78885
H 0.31961 -1.67683 -0.13864
H -0.02184 -0.50810 1.14284
H -1.21679 -1.73926 0.69801
H 1.17913 -5.00238 3.47627
H 1.49412 -6.72911 3.51895
H -1.12554 -5.55120 2.48505
H -0.88630 -6.20598 4.11293
H -0.74863 -7.24986 2.68291
O 4.59413 4.86360 2.31517
P 4.87337 4.65217 0.88521
O 5.48176 3.18908 0.67030
C 4.64231 2.04225 0.92074
C 3.57462 1.90692 -0.14290
O 6.22580 5.55130 0.65244
C 6.66253 6.50437 1.60977
C 7.76374 5.92941 2.47627
O 4.31596 4.88227 -0.58113
C 4.41976 6.12049 -1.30736
C 5.54077 6.02950 -2.31431
H 4.19773 2.11346 1.91707
H 5.30132 1.17433 0.91582
H 2.86166 2.72618 -0.08953
H 3.02264 0.97656 -0.02975
H 4.02811 1.93420 -1.13297
H 5.83184 6.86230 2.21744
H 7.04430 7.36344 1.04915
H 7.44472 4.99735 2.94226
H 8.05128 6.63384 3.25947
H 8.64256 5.70282 1.86992
H 4.54234 6.96719 -0.63197
H 3.47286 6.25727 -1.83040
H 6.48941 5.79024 -1.83717
H 5.64652 6.97472 -2.84944
H 5.33651 5.23577 -3.03441
O -4.74198 -1.55331 -0.35030
P -6.02159 -1.27941 0.31503
O -6.41068 0.26380 0.09143
C -6.69140 0.73696 -1.23038
C -8.01940 0.22543 -1.75717
O -5.62185 -1.23386 1.89204
C -4.35665 -1.71754 2.35129
C -3.38957 -0.57293 2.55063
O -7.49373 -1.84406 0.58085
C -7.78671 -2.81328 1.60433
C -8.38998 -2.12596 2.80584
H -5.87240 0.46204 -1.90042
H -6.71290 1.82370 -1.16352
H -7.99006 -0.85466 -1.91690
H -8.26136 0.70316 -2.70726
H -8.81855 0.42619 -1.04326
H -3.94935 -2.46214 1.66806
H -4.53812 -2.22338 3.30434
H -3.28896 0.02996 1.64834
H -2.40264 -0.94559 2.82793
H -3.74646 0.09366 3.33812
H -6.90174 -3.39055 1.86778
H -8.51246 -3.50914 1.18033
H -7.73156 -1.35217 3.19409
H -8.58519 -2.84954 3.59878
H -9.32746 -1.63830 2.53373
```

The largest force on an atom comes out at 5.5 eV/Å. Its charge is -1. The value obtained for the total energy is -284202.44978 eV. Its highest occupied orbital energy is -5.3 eV.